This record from the OMol25 dataset describes 2 unconnected molecules or ions with the total composition CH3ClO3S2 at a distorted geometry. The level of theory is ωB97M-V/def2-TZVPD.

The calculation puts the energy above the lowest of the compared OMol25 structures with the same formula, charge and spin at 66.6 kcal per mole. As for the HOMO-LUMO gap (alpha / beta): 5.259 / 8.143 eV. For the LUMO energy (alpha / beta), the calculation gives -4.409 / -1.621 eV. The HOMO energy (alpha / beta) comes out at -9.7 / -9.8 eV.

Positions of all 10 atoms, in Å:
1 C 0.00934 0.95406 -0.00156
2 O -2.26527 -0.91842 -0.48961
3 O 1.54782 -1.40645 0.25551
4 O 1.03150 -0.51467 -1.94210
5 S -1.25782 -1.92606 -0.68313
6 S 0.63985 -0.65619 -0.57781
7 Cl 0.57633 0.99167 3.33813
8 H -0.95442 0.71800 0.47340
9 H 0.87522 1.33264 0.52051
10 H -0.20255 1.42543 -0.89334

Löwdin population analysis, charges in e, atoms 1 to 5: -0.17, -0.62, -0.37, -0.36, 0.83